C22H46N3O2P3Ru | ωB97M-V/def2-TZVPD

Its frontier orbital gap (spin up / spin down) is 5.89 / 3.76 eV. The charge is +4. Its relative energy (zero: lowest compared OMol25 entry of this formula, charge and spin) is 2.001 eV. Its multiplicity is 5. The expectation value of S² is 6.01.

Structure (XYZ):
```
77
Properties=species:S:1:pos:R:3:forces:R:3
P 4.330228 -2.113702 0.445920 3.2299 2.4189 -0.0462
C 5.132919 -1.664626 2.014261 -1.2674 -0.8422 0.9946
H 6.085673 -1.182403 1.794873 0.0331 -0.0571 -0.3079
H 5.294100 -2.566834 2.612186 0.1628 0.1722 0.0154
H 4.496622 -0.986277 2.589301 0.0836 -0.0291 -0.0490
C 5.675486 -2.940152 -0.459016 -1.1539 -1.2855 -0.6053
H 5.442158 -2.918023 -1.527541 0.1053 -0.0781 0.0939
H 5.736370 -3.991583 -0.153037 0.1922 0.1831 -0.0453
H 6.631385 -2.447824 -0.290545 -0.0492 0.2978 0.3217
C 4.300965 -0.445711 -0.369745 -1.3891 -0.0335 -0.7717
H 5.126021 0.191565 0.007032 -0.3370 -0.5856 -0.0138
H 3.339955 0.100810 -0.240114 0.7167 -0.3930 0.2080
H 4.410062 -0.616671 -1.454441 0.1238 0.1335 0.4119
P -1.631446 4.035550 -0.587108 -1.3919 4.1791 0.8465
C -1.714962 4.515885 1.182529 0.5816 -1.5134 0.2508
H -2.154907 5.515778 1.287238 0.0368 -0.0918 -0.4145
H -0.691139 4.510490 1.591885 -0.4714 0.0277 0.0456
H -2.347905 3.785024 1.709930 0.2895 0.3447 0.0451
C -0.702088 5.459846 -1.308511 0.9359 -1.2592 -0.4829
H -0.636161 5.301662 -2.397329 0.1603 0.3225 0.3607
H 0.300788 5.467670 -0.850347 -0.2955 0.1773 -0.3662
H -1.217034 6.412314 -1.102145 -0.1474 -0.4864 0.1392
C -3.333563 4.365392 -1.188959 0.1034 -1.6094 -0.4283
H -3.593833 5.425366 -1.069119 0.3966 -0.1128 0.1146
H -4.032393 3.739801 -0.613561 0.0538 0.2467 -0.3607
H -3.354848 4.094557 -2.257006 -0.3591 0.1917 0.3392
P -2.610175 -2.715307 0.755430 0.8683 0.7846 0.2619
C -3.306472 -2.795169 2.392837 -0.5778 -0.5080 0.6524
H -4.157837 -3.498204 2.312765 0.2670 0.2087 0.2073
H -3.699190 -1.826734 2.750630 0.1648 -0.3155 -0.4375
H -2.597272 -3.169319 3.152100 -0.0885 0.1687 -0.4789
C -3.856654 -2.788287 -0.521875 -0.0997 0.3912 -0.1264
H -4.673236 -3.383544 -0.091711 0.0308 0.1270 -0.2745
H -3.432449 -3.294204 -1.396472 -0.1642 0.0607 0.2019
H -4.219708 -1.798814 -0.816986 -0.1274 -0.2000 0.1559
C -1.443285 -4.010062 0.342802 0.3352 0.0391 0.4219
H -1.995598 -4.944742 0.406403 -0.0037 -0.2526 -0.1547
H -0.623357 -4.033476 1.057856 -0.4875 -0.3210 -0.3504
H -0.976949 -3.869867 -0.630779 -0.4759 0.0249 -0.2136
Ru 0.428100 -0.010651 -2.021129 0.4167 -0.6024 10.3419
C 1.088390 1.309426 -0.748924 2.4387 4.3512 2.8701
O 1.521623 2.142889 -0.031623 -2.1330 -3.7874 -3.0563
C -1.563111 -1.229643 0.402799 0.9647 0.9572 -1.2905
O -0.936150 -0.232374 0.590055 -1.6657 -1.7651 0.2236
C -1.190751 -0.079125 -3.262382 -2.0193 0.5149 -1.7085
C -0.540311 -1.320723 -3.293809 -0.7158 -0.9509 -1.7859
C 0.847822 -1.397867 -3.494547 0.3600 -0.9678 -1.2730
C 1.612127 -0.207908 -3.598228 1.0679 -0.3343 -2.1620
C 0.956531 1.059795 -3.602836 0.2369 0.9694 -1.5448
C -0.453727 1.122588 -3.385865 -1.4444 1.2120 -1.9961
H -2.281028 -0.045046 -3.161178 0.4817 0.0367 0.2703
H -1.151079 -2.216518 -3.165220 0.4198 0.1815 0.1878
H 1.324016 -2.369553 -3.438470 0.1068 0.1093 -0.0370
H 2.690239 -0.279309 -3.638031 -0.0020 0.1437 -0.1430
H 1.517234 1.991050 -3.646942 0.0810 -0.2945 0.1138
H -1.005307 2.069911 -3.281560 0.5628 -0.4584 -0.1991
C -1.759229 -0.185605 4.758245 -0.3416 0.3140 0.4399
N -0.477489 -0.053432 4.109229 0.2310 -0.3918 -0.6238
C -0.095805 1.295969 3.758949 0.3416 0.2398 0.2707
C 0.146063 -1.081291 3.458763 -0.1281 -0.2053 0.3565
N 0.971120 -0.787560 2.508895 0.3590 -0.6428 -1.0875
N -0.190783 -2.361679 3.930784 0.1413 0.3265 -0.6664
C -0.195357 -2.508751 5.373244 0.0142 -0.3771 1.2223
C 0.326389 -3.528492 3.230000 0.0131 0.3480 -0.0259
H -1.650019 -0.300972 5.842000 -0.2398 -0.0138 -0.1666
H -2.361283 -1.008504 4.360571 0.2618 0.0460 0.1319
H -2.295834 0.749644 4.572146 -0.1137 -0.1925 0.1471
H -0.000803 1.885451 4.683109 0.0085 -0.0357 -0.3849
H 0.853229 1.237031 3.219446 -0.2567 0.3354 0.2850
H -0.856959 1.759690 3.114065 0.0907 -0.0122 0.0373
H 1.416329 -1.600695 2.081944 -0.0986 -0.0620 0.5703
H 0.487994 -3.306884 5.680583 -0.0775 0.0431 -0.1370
H 0.172062 -1.603678 5.860997 -0.1731 -0.1277 -0.0635
H -1.188441 -2.762384 5.767293 0.2181 0.1129 -0.0617
H -0.036582 -3.521970 2.206679 0.4145 0.2739 0.5363
H 1.421527 -3.556753 3.179097 0.0164 -0.1249 0.2430
H -0.050517 -4.447449 3.696027 0.1774 0.3052 0.0054
```
Positions in Å, forces in eV/Å.

For each atom in turn, the Mulliken charge in e is: 0.620, -1.131, 0.466, 0.426, 0.354, -1.012, 0.390, 0.401, 0.367, -0.482, 0.433, -0.216, 0.316, 0.755, -1.157, 0.444, 0.398, 0.381, -1.131, 0.387, 0.385, 0.432, -1.126, 0.418, 0.390, 0.380, 1.020, -1.116, 0.501, 0.429, 0.287, -1.174, 0.438, 0.430, 0.429, -1.056, 0.498, 0.393, 0.377, 0.590, 0.532, -0.314, 0.168, -0.261, -0.512, -0.386, -0.874, -0.400, -1.017, -0.223, 0.536, 0.666, 0.571, 0.629, 0.587, 0.614, -1.044, 0.131, -1.239, 0.674, -0.608, 0.390, -1.221, -1.451, 0.291, 0.251, 0.393, 0.396, 0.363, 0.356, -0.052, 0.448, 0.397, 0.340, -0.017, 0.509, 0.444

---

C36H55ClFN3O5 | ωB97M-V/def2-TZVPD

Its frontier orbital gap (spin up / spin down) is 6.81 / 7.58 eV. The charge is 0. Its relative energy (zero: lowest compared OMol25 entry of this formula, charge and spin) is 0.000 eV. Its multiplicity is 3. The expectation value of S² is 2.01.

Structure (XYZ):
```
101
Properties=species:S:1:pos:R:3:forces:R:3
O 4.133623 2.166163 5.326153 0.3915 1.0089 0.5596
C 3.774277 1.108144 4.884472 -0.3039 -0.2088 -0.1635
C 2.995279 1.078389 3.661108 -0.3717 -0.0292 -0.6976
C 2.488946 -0.052022 3.191568 -0.0218 0.5122 -0.0560
Cl 1.626435 -0.121458 1.732297 -0.3646 -0.0547 -0.4277
C 2.637759 -1.314903 3.931260 0.4232 0.5744 0.3423
O 2.112629 -2.321039 3.559804 -0.6393 -1.1433 -0.4089
C 3.503455 -1.294914 5.130924 0.1083 0.0900 0.3934
C 3.659142 -2.629297 5.776160 -0.2869 -0.0977 0.0551
C 2.490912 -3.075111 6.690402 0.4706 0.0714 0.0839
C 1.777779 -2.000205 7.482791 -0.3286 0.1193 -0.0454
N 0.827608 -1.240875 6.684840 0.3264 0.1357 -0.4628
C -0.402422 -1.959950 6.391085 0.0893 0.1686 0.0267
C -1.397607 -1.137606 5.630689 -0.5881 0.6061 -0.6198
C -1.871573 -1.551314 4.371593 -0.4680 1.0512 0.3103
C -2.833474 -0.799010 3.664383 0.5685 0.1485 1.0427
C -3.313661 0.394461 4.212916 0.6723 -0.4655 0.6079
C -2.839708 0.839789 5.461400 0.3175 -0.9820 -0.3884
C -1.902995 0.067377 6.164478 -0.2265 -0.2251 -0.7115
O -1.406617 0.477072 7.390986 -0.0816 -0.2064 -0.1185
C 4.063175 -0.155507 5.561725 0.1690 -0.6530 0.1668
C 4.951281 -0.050237 6.751386 0.1061 -0.0917 0.2843
C 6.431150 0.033644 6.447494 0.0055 -0.1513 -0.0829
F 6.801604 1.199305 5.814413 -0.0350 0.2689 -0.1789
H 2.850021 2.021814 3.169612 -0.0195 0.2487 -0.1871
H 3.707611 -3.361837 4.982301 0.1777 -0.2233 -0.2172
H 4.599956 -2.673438 6.304431 0.2004 0.0021 0.2558
H 1.777938 -3.632564 6.103284 -0.2700 -0.1344 -0.2311
H 2.913015 -3.775611 7.402964 0.0540 -0.2737 0.1376
H 2.500025 -1.314044 7.908117 0.2126 0.2897 0.0549
H 1.278544 -2.469609 8.335948 -0.1101 -0.1787 0.1895
H 0.609176 -0.360676 7.123548 -0.0345 0.0656 0.1422
H -0.157670 -2.812028 5.772032 0.0481 -0.3449 -0.0908
H -0.873279 -2.332866 7.306608 -0.0948 -0.1220 0.2224
H -1.488777 -2.459923 3.938324 0.1082 -0.1925 -0.0448
H -3.183911 -1.137962 2.706148 -0.0657 -0.0732 -0.1940
H -4.041073 0.976781 3.675951 -0.1439 0.1661 -0.0830
H -3.185475 1.766497 5.885935 -0.0856 0.2110 0.0830
H -2.133560 0.772169 7.944149 -0.0594 0.1887 0.0182
H 4.855609 -0.940388 7.360790 -0.1279 -0.1715 0.2226
H 4.641460 0.791923 7.359130 0.0322 0.2636 0.1029
H 6.999459 -0.028718 7.367790 0.1370 -0.0196 0.2564
H 6.714753 -0.790114 5.797878 0.1204 -0.1911 -0.1243
C 2.242846 0.503724 -4.602959 -0.0998 0.0331 0.1418
C 1.682473 1.933384 -4.396739 0.0157 -0.5980 -0.1778
C 2.718637 2.987304 -4.797368 0.1252 0.2691 0.0439
C 3.847254 3.182833 -3.783924 -0.0950 -0.0730 0.0427
C 3.288007 3.402260 -2.378178 0.1200 0.2111 -0.1973
C 2.338644 2.289165 -1.942253 0.1304 -0.5226 0.2879
N 1.267141 2.152741 -2.975856 0.2588 0.8064 -0.1602
O 0.333659 3.022978 -2.846722 -0.1279 -0.2828 0.0954
C 3.111531 0.977073 -1.739555 -0.0815 0.0049 -0.0634
C 1.670607 2.636858 -0.622482 -0.0747 0.2422 0.1056
C 0.439483 2.088789 -5.255525 -0.2241 0.0607 -0.2428
H 1.939366 -0.160513 -3.796116 -0.0502 -0.0097 -0.0353
H 1.855154 0.078646 -5.527255 -0.0014 0.0786 -0.0732
H 3.330731 0.482375 -4.668351 -0.0070 0.0276 0.0416
H 2.206397 3.943765 -4.940996 -0.0491 -0.0254 0.0665
H 3.127180 2.699690 -5.768264 0.0062 0.0212 -0.0533
H 4.529090 2.328629 -3.795397 -0.0242 -0.0303 0.0137
H 4.442511 4.049303 -4.076604 0.0278 -0.0105 -0.0155
H 4.095844 3.473286 -1.647027 0.0425 -0.0049 0.0111
H 2.752433 4.356048 -2.350102 -0.0849 -0.0450 -0.0015
H 2.429561 0.160967 -1.499616 -0.0178 -0.0039 0.0258
H 3.794768 1.100726 -0.899600 -0.0192 0.0441 0.0575
H 3.707680 0.678904 -2.596833 -0.0050 0.0395 0.0218
H 1.175496 3.604897 -0.662019 0.0106 -0.0382 -0.0498
H 2.429288 2.669694 0.158767 0.0498 -0.0465 0.0387
H 0.927007 1.889052 -0.350091 -0.0006 -0.0256 -0.0214
H -0.344385 1.402087 -4.932385 0.0195 -0.0167 0.0028
H 0.691828 1.858641 -6.290560 0.0690 -0.0548 -0.0389
H 0.039688 3.099750 -5.224613 0.0171 -0.0326 0.0906
C -4.936846 0.587410 -3.701651 -0.0008 -0.1743 0.0226
C -3.804184 -0.244333 -4.353777 -0.2933 0.3228 0.4290
C -3.479872 0.284474 -5.753833 0.0828 -0.0352 -0.2896
C -4.502515 -0.092416 -6.826335 -0.0155 -0.0556 0.1137
C -4.785699 -1.594227 -6.808141 0.1414 0.1605 -0.2132
C -5.216967 -2.096170 -5.432337 -0.5000 -0.0376 0.2388
N -4.173960 -1.692308 -4.439659 0.4549 0.0377 -0.7085
O -3.159863 -2.477312 -4.438554 -0.1440 -0.0506 0.2656
C -6.603291 -1.544603 -5.067959 0.0848 0.0165 0.0471
C -5.308630 -3.613686 -5.420007 0.0462 -0.1634 -0.0879
C -2.566767 -0.137094 -3.479115 0.2582 0.1076 0.1069
H -5.622565 -0.047264 -3.143595 0.0375 0.0086 0.0448
H -4.517035 1.302111 -2.996059 0.0930 0.0400 -0.0460
H -5.516819 1.155013 -4.429702 0.0001 -0.0466 -0.0201
H -2.499231 -0.099301 -6.053231 -0.0262 -0.0716 0.0398
H -3.384871 1.370160 -5.685306 0.0447 0.0399 -0.0091
H -5.428528 0.473146 -6.693395 -0.0135 -0.0135 0.0363
H -4.112744 0.191234 -7.805389 -0.0163 0.0285 -0.0097
H -5.565033 -1.849702 -7.529231 -0.0311 0.0117 -0.0304
H -3.883846 -2.132808 -7.114321 0.0181 -0.0279 0.0941
H -6.880881 -1.843798 -4.056894 -0.0068 -0.0248 0.0063
H -7.336447 -1.962221 -5.757587 0.0084 -0.0656 -0.0274
H -6.680863 -0.463640 -5.134699 0.0214 -0.0310 -0.0260
H -4.383996 -4.078583 -5.753472 -0.0058 0.0440 0.0312
H -6.111972 -3.919590 -6.089729 -0.0599 -0.0147 -0.0143
H -5.531584 -3.981538 -4.417726 -0.0054 0.0201 -0.0009
H -2.735533 -0.575322 -2.494661 -0.0457 -0.0031 -0.0087
H -2.324885 0.917883 -3.348360 -0.0010 0.0611 0.0222
H -1.705308 -0.628871 -3.925918 -0.0671 -0.0591 0.0118
```
Positions in Å, forces in eV/Å.

Atom charges from the Mulliken analysis, given in e for atoms 1 to 99: -0.605, 0.501, -0.807, 0.286, -0.080, 0.607, -0.681, 0.558, -1.358, -0.617, -1.145, -0.002, -0.772, 0.281, -0.343, -0.848, -0.407, -0.622, 0.549, -0.562, 0.563, -1.268, -0.546, -0.291, 0.560, 0.473, 0.493, 0.296, 0.465, 0.499, 0.484, 0.233, 0.373, 0.336, 0.339, 0.423, 0.398, 0.401, 0.312, 0.424, 0.450, 0.348, 0.292, -1.908, 2.156, -1.416, -0.486, -1.281, 1.647, 0.692, -0.651, -1.679, -1.879, -2.290, 0.300, 0.481, 0.351, 0.419, 0.363, 0.272, 0.420, 0.414, 0.382, 0.373, 0.357, 0.333, 0.359, 0.393, 0.398, 0.541, 0.512, 0.404, -1.884, 2.196, -1.225, -0.633, -1.279, 1.595, 0.469, -0.626, -1.734, -1.848, -2.309, 0.332, 0.498, 0.323, 0.408, 0.356, 0.325, 0.400, 0.421, 0.375, 0.359, 0.427, 0.341, 0.387, 0.417, 0.436, 0.486

---

CH5NiO2 | ωB97M-V/def2-TZVPD

Its frontier orbital gap (spin up / spin down) is 9.54 / 8.61 eV. The charge is +1. Its relative energy (zero: lowest compared OMol25 entry of this formula, charge and spin) is 0.720 eV. Its multiplicity is 3. The expectation value of S² is 2.01.

Structure (XYZ):
```
9
Properties=species:S:1:pos:R:3:forces:R:3
O 0.223796 -0.189076 0.206162 -0.1921 0.3001 -0.2265
H -0.681063 1.023602 -0.670848 2.6815 3.5593 1.1465
C 0.375410 -1.582330 0.237784 0.3260 -1.2353 0.1212
H 1.427465 -1.877664 0.090601 -0.2835 0.1773 -0.0273
H 0.080148 -1.976023 1.224781 -0.0829 0.1898 -0.3372
H -0.228182 -2.061858 -0.550279 0.1408 0.3147 0.3589
Ni 1.221861 1.221005 0.586551 0.2465 -0.4821 0.2654
O -0.020807 2.115636 -0.475864 -2.5001 -2.9996 -1.2997
H -0.612196 2.798266 -0.146999 -0.3362 0.1758 -0.0013
```
Positions in Å, forces in eV/Å.

For each atom in turn, the Mulliken charge in e is: -0.550, 0.554, -0.483, 0.214, 0.270, 0.240, 1.012, -0.647, 0.390